No. 1
The following is a quantum chemistry calculation of a single C8H13N molecule at a distorted geometry, from the Open Molecules 2025 dataset.

```
! wB97M-V def2-TZVPD RIJCOSX def2/J DEFGRID3
* xyz 0 1
C -0.5276 -0.6422 -1.3612
C -1.2128 -1.3635 -0.4161
C 0.2399 0.6210 0.5861
C 0.5259 1.3074 1.6380
C 0.4636 0.4092 -0.8432
C 0.0962 1.8238 -1.4287
C 1.9921 -0.0466 -1.0288
C -1.4448 -1.8040 1.9928
N -1.3456 -0.9760 0.8202
H -0.4877 -0.9265 -2.4859
H -1.7060 -2.3830 -0.6588
H 0.1068 1.1499 2.5921
H 1.1503 2.2445 1.6042
H -0.5459 1.8650 -2.2668
H 0.9268 2.4340 -1.7850
H -0.4697 2.5158 -0.6445
H 2.6049 0.8637 -1.0932
H 1.9951 -0.5779 -1.9267
H 2.4139 -0.6575 -0.1573
H -2.5382 -1.8694 2.0833
H -1.0981 -2.8227 1.8988
H -1.1390 -1.1651 2.8805
*
```

Summary:
LUMO level (alpha / beta)	0.0126 / 0.0125	Eh
energy above the lowest of the compared OMol25 structures with the same formula, charge and spin	519.9	kJ/mol
F_max	4.558	eV Å⁻¹
orbital gap (alpha / beta)	7.356 / 7.350	eV

natural (NBO) atomic charge list, values in e, 8 entries: -0.343, 0.015, 0.387, -0.560, -0.245, -0.584, -0.577, -0.431

---

No. 2
The following is a quantum chemistry calculation of a single C8H13N molecule at a distorted geometry, from the Open Molecules 2025 dataset.

```
! wB97M-V def2-TZVPD RIJCOSX def2/J DEFGRID3
* xyz 0 1
C 2.4702 -0.0118 0.1113
N 1.0781 -0.0957 -0.3856
C 0.3533 -1.3464 -0.0040
C -1.1464 -1.0948 -0.0040
C -1.4964 -0.4256 -1.3364
C -0.7947 0.7460 -1.5249
C 0.2226 1.1088 -0.4689
C -0.5269 1.2255 0.8751
C -1.3674 -0.0597 1.1198
H 2.9985 -0.9343 -0.0306
H 3.0166 0.7875 -0.4339
H 2.4966 0.1942 1.1922
H 0.5951 -2.1451 -0.6968
H 0.6545 -1.6574 0.9955
H -1.7320 -2.0118 0.1470
H -2.1738 -0.8152 -2.0833
H -0.9446 1.3667 -2.4252
H 0.7945 1.9947 -0.7053
H 0.2080 1.4180 1.6581
H -1.1798 2.0902 0.7840
H -1.1077 -0.5399 2.0760
H -2.4183 0.2062 1.1396
*
```

Summary:
LUMO level	0.0393	Eh
energy above the lowest of the compared OMol25 structures with the same formula, charge and spin	106.7	kJ/mol
F_max	2.999	eV Å⁻¹
structure (SMILES)	CN1C[C@@H]2C=C[C@H]1CC2
orbital gap	8.722	eV

natural (NBO) atomic charge list, values in e, 8 entries: -0.398, -0.466, -0.203, -0.274, -0.198, -0.185, -0.079, -0.415

---

No. 3
The following is a quantum chemistry calculation of a gas-phase ion, C8H13N2 (charge +1) at a distorted geometry, from the Open Molecules 2025 dataset.

```
! wB97M-V def2-TZVPD RIJCOSX def2/J DEFGRID3
* xyz 1 1
C -2.5283 1.1247 -0.6163
C -1.6749 0.2545 1.6172
C -2.2272 -1.1838 -0.4265
C 0.4986 1.4615 -0.4816
C 0.2862 -0.8439 0.4339
C -1.4684 0.9133 0.3632
C -1.1691 -0.5954 0.4732
C 2.4657 -0.0896 -0.5261
N -2.9181 -0.0141 -1.0565
N 0.9618 0.0685 -0.5788
H -2.9445 2.0041 -0.7641
H -1.1739 0.4217 2.5794
H -2.7143 0.1176 1.9253
H -1.8085 -1.6279 -1.2659
H -2.9197 -1.7067 0.0941
H 0.5833 1.9295 -1.4177
H 0.7891 2.0765 0.3406
H 0.7949 -0.7573 1.4107
H 0.7458 -1.8559 0.0835
H 3.0265 0.4242 0.1956
H 2.7123 -1.1709 -0.5117
H 2.9716 0.3893 -1.4415
H 0.6413 -0.2328 -1.4265
*
```

Summary:
LUMO level	-0.1412	Eh
energy above the lowest of the compared OMol25 structures with the same formula, charge and spin	633.6	kJ/mol
F_max	6.544	eV Å⁻¹
orbital gap	9.052	eV

natural (NBO) atomic charge list, values in e, 8 entries: 0.036, -0.430, -0.249, -0.229, -0.206, 0.093, -0.181, -0.442

---

No. 4
The following is a quantum chemistry calculation of a molecular structure, C8H13N2 at a distorted geometry, from the Open Molecules 2025 dataset.

```
! wB97M-V def2-TZVPD RIJCOSX def2/J DEFGRID3
* xyz 1 1
C -1.2825 0.2333 -0.8985
C -0.2514 0.7015 -0.0114
C -2.9872 1.4682 0.1083
C -2.6285 -0.4538 -0.3994
C -3.0094 0.3872 0.8622
C 2.7827 -1.2211 -0.6716
C 1.6887 0.8334 1.1605
C 1.3067 -1.1394 -0.3395
N -2.6214 0.7538 -1.1764
N 0.8329 0.1155 0.2782
H -0.9588 -0.5091 -1.7670
H -0.3397 1.5969 0.5470
H -3.2447 2.4940 0.1766
H -2.7840 -1.3778 -0.8205
H -3.2969 0.2697 1.8481
H 2.9840 -1.0984 -1.7343
H 3.3781 -0.5801 0.0251
H 3.0862 -2.2918 -0.4695
H 2.0974 1.7244 0.6574
H 1.0871 1.1632 2.0759
H 2.4641 0.1402 1.4816
H 0.9249 -1.8672 0.3676
H 0.7717 -1.3428 -1.3003
*
```

Summary:
LUMO level	-0.1597	Eh
energy above the lowest of the compared OMol25 structures with the same formula, charge and spin	569.3	kJ/mol
F_max	4.598	eV Å⁻¹
orbital gap	9.075	eV

natural (NBO) atomic charge list, values in e, 8 entries: -0.189, 0.254, -0.051, 0.000, -0.234, -0.641, -0.435, -0.242

---

No. 5
The following is a quantum chemistry calculation of a gas-phase ion, C8H13N2O (charge +1) at a distorted geometry, from the Open Molecules 2025 dataset.

```
! wB97M-V def2-TZVPD RIJCOSX def2/J DEFGRID3
* xyz 1 1
C 1.1167 1.2116 -1.5009
C 2.1586 1.7849 -0.8079
C 0.5672 1.3480 0.6582
C -1.0144 0.2439 -0.9538
C -1.0518 -1.2466 -0.7289
C -2.8292 -1.1217 0.6945
C 3.4996 2.2986 -1.2278
C -3.4263 -1.3971 2.0033
N 0.1209 1.0075 -0.5652
N 1.7983 1.7899 0.5398
O -1.6404 -1.5832 0.5078
H 1.0555 0.9655 -2.6377
H -0.9370 0.4684 -2.0873
H -1.8856 0.6026 -0.5498
H -1.6355 -1.8516 -1.4454
H -0.0858 -1.8198 -0.6722
H -3.2635 -0.5380 -0.1818
H 4.2244 2.1275 -0.4471
H 3.8655 1.7141 -2.0880
H 3.6285 3.2612 -1.5516
H -4.5598 -1.3054 2.1162
H -2.8632 -0.7358 2.7118
H -3.1488 -2.4882 2.1681
H 2.5228 2.1081 1.2275
*
```

Summary:
LUMO level	-0.2084	Eh
energy above the lowest of the compared OMol25 structures with the same formula, charge and spin	418.8	kJ/mol
F_max	4.387	eV Å⁻¹
orbital gap	5.672	eV

natural (NBO) atomic charge list, values in e, 8 entries: -0.141, 0.142, 0.083, -0.220, -0.123, 0.543, -0.652, -0.757

---

No. 6
The following is a quantum chemistry calculation of 2 unconnected molecules or ions with the total composition C8H13N2O8PS at a distorted geometry, from the Open Molecules 2025 dataset.

```
! wB97M-V def2-TZVPD RIJCOSX def2/J DEFGRID3
* xyz 0 1
O 0.1802 -0.0508 3.0601
N 0.1292 -1.2504 2.7111
O 0.3192 -1.0656 1.4252
C -0.0554 -1.9938 0.4472
C 0.0549 -3.4568 0.2238
P 0.7270 -4.7310 1.5402
O -0.7626 -5.4314 2.0649
O 1.3158 -4.0287 3.0110
S 1.7281 -6.1831 0.7725
C -0.4125 -3.7572 -1.2962
O 0.4252 -4.3780 -2.0860
O -1.3504 -2.7477 -1.7857
C -1.1076 -1.6957 -0.8035
O -2.1787 -1.0009 -0.5053
H -1.4305 -4.7333 2.3748
H 2.3085 -3.9979 2.9476
C -0.0247 5.0120 -0.8765
O 0.0459 4.1574 0.2554
C -0.7253 2.9575 0.1366
C -0.0477 1.8434 -0.6944
C -0.0904 2.0907 -2.2008
N 1.3498 1.6397 -0.2839
H -1.0103 4.9908 -1.3506
H 0.7515 4.7451 -1.5939
H 0.1777 6.0337 -0.5411
H -0.8466 2.5859 1.1615
H -1.7332 3.1801 -0.2321
H -0.5991 0.9144 -0.5049
H 0.6478 2.8271 -2.5301
H 0.1268 1.1640 -2.7443
H -1.0810 2.4352 -2.5154
H 1.3646 1.3669 0.6992
H 1.8037 2.5586 -0.2861
*
```

Summary:
LUMO level	-0.0878	Eh
energy above the lowest of the compared OMol25 structures with the same formula, charge and spin	469.4	kJ/mol
F_max	8.859	eV Å⁻¹
structure (SMILES)	O=NOC1=C(P(O)(O)=S)C(=O)OC1=O.COC[C@@H](C)N
orbital gap	6.975	eV

natural (NBO) atomic charge list, values in e, 8 entries: -0.253, 0.400, -0.338, 0.265, -0.455, 1.663, -0.951, -0.942